No. 1
C48H57N5O2PScSe3Te as an isolated structure in a non-equilibrium geometry. Source: OMol25; level of theory: ωB97M-V with the def2-TZVPD basis set.

The calculation puts the LUMO energy (alpha / beta) at 3.84 / 4.04 eV. Its HOMO-LUMO gap (alpha / beta) is 5.99 / 5.70 eV. The total charge is -2.

```
118
Properties=species:S:1:pos:R:3:mulliken_charge:R:1
Sc -0.8226 0.2710 -1.0086 -0.14
O -2.4582 0.1368 -0.0347 -0.34
C -2.8042 0.3022 1.2926 2.89
C -1.8579 1.3831 1.9972 -1.12
C -1.5045 2.6747 1.3110 -0.06
C -1.2760 3.8653 2.1098 -0.77
C -0.8653 5.0331 1.5156 -1.17
C -0.8283 4.9963 0.0922 0.12
C -1.1134 3.8773 -0.6493 -0.27
C -1.3727 3.9190 -2.1341 -1.41
C -0.6875 2.8537 -3.0428 2.53
O -0.6074 1.5740 -2.4430 0.18
C -1.5392 2.6446 -4.3070 -0.54
C -2.3265 1.4982 -4.4211 -0.58
C -3.0946 1.2654 -5.5178 -0.73
C -3.1570 2.2421 -6.5793 -0.43
C -2.3158 3.3464 -6.4949 -0.90
C -1.4241 3.5110 -5.3818 0.01
C 0.7887 3.2749 -3.3071 -0.50
C 1.5433 2.5879 -4.2968 -0.44
C 2.8118 2.9389 -4.6358 -0.72
C 3.5094 3.8899 -3.8491 -0.52
C 2.8351 4.5444 -2.8313 -0.94
C 1.4782 4.2725 -2.5870 0.08
N -1.2617 2.6953 0.0374 0.89
C -2.8433 -0.9852 2.0955 0.49
C -3.2287 -2.1773 1.5473 -0.48
C -3.5029 -3.2958 2.3224 -0.21
C -3.1338 -3.3386 3.6715 -0.62
C -2.7274 -2.1229 4.2390 -0.68
C -2.5764 -0.9661 3.5156 -0.21
C -4.2824 0.8338 1.2051 -0.09
C -4.7835 1.5231 2.3247 -0.11
C -6.0416 2.1275 2.2630 -0.92
C -6.7608 2.1527 1.0789 -0.45
C -6.2786 1.4798 -0.0326 -0.99
C -5.1016 0.7439 0.0543 -0.24
H -2.4046 1.7187 2.8986 0.54
H -0.9308 0.9298 2.3737 -0.29
H -1.5122 3.8068 3.1750 0.38
H -0.5559 5.8725 2.1230 0.37
H -0.5781 5.8759 -0.5454 0.32
H -2.5020 3.8793 -2.2925 0.42
H -1.1155 4.9146 -2.5953 0.53
H -2.3314 0.7867 -3.6382 0.64
H -3.6581 0.3404 -5.6922 0.41
H -3.7829 2.0195 -7.4649 0.32
H -2.2517 4.1051 -7.2459 0.41
H -0.6944 4.3666 -5.3802 0.32
H 0.9690 1.8800 -4.8785 0.49
H 3.2706 2.3899 -5.4565 0.37
H 4.5477 4.1180 -4.0678 0.38
H 3.2804 5.3926 -2.3169 0.42
H 0.9684 4.7995 -1.7929 0.14
H -3.4097 -2.1636 0.4778 0.20
H -4.0676 -4.1274 1.8891 0.34
H -3.1506 -4.2420 4.2408 0.40
H -2.6341 -2.0541 5.3199 0.35
H -2.2747 -0.0255 4.0165 0.25
H -4.2266 1.5187 3.2555 0.24
H -6.3909 2.5801 3.1936 0.35
H -7.6173 2.8424 0.9692 0.31
H -6.8921 1.4679 -0.9204 0.42
H -4.7973 0.0605 -0.7292 0.46
Se 2.6802 3.4493 2.9970 -0.70
Se 5.9213 1.4389 1.4854 -0.67
Te 3.9387 2.7987 1.0280 0.37
Se -0.9414 -2.2924 -2.3893 -0.80
N 0.5012 -0.3826 0.2697 0.18
P 1.4562 -1.5307 0.7132 -1.97
N 2.2974 -1.0773 2.1163 0.94
C 3.7630 -1.1338 2.2509 0.14
C 4.2430 -0.8924 3.6888 -0.75
C 3.3131 -1.5387 4.7163 -0.63
C 1.9489 -0.8291 4.6067 -0.98
C 1.6069 -0.2952 3.1654 1.87
N 2.5233 -1.9474 -0.5719 1.10
C 2.4826 -1.2193 -1.8356 -0.73
C 3.8877 -1.0495 -2.5118 -0.83
C 4.6330 -2.3824 -2.7029 -0.73
C 4.6600 -3.1075 -1.3303 -1.10
C 3.2318 -3.2209 -0.7119 -0.27
N 0.6363 -2.9203 1.1064 0.74
C -0.2910 -3.5126 0.1693 0.85
C 0.1139 -4.9106 -0.1827 -0.52
C 0.5325 -5.7871 1.0207 -1.01
C 0.3184 -5.0453 2.3463 -0.59
C 0.6978 -3.5867 2.3744 -0.06
H 4.2544 -0.3874 1.5662 -0.46
H 4.1460 -2.1246 1.8699 0.12
H 4.4198 0.1922 3.7840 0.32
H 5.2250 -1.3020 3.8385 0.48
H 3.6689 -1.3461 5.7654 0.35
H 3.1421 -2.6165 4.5548 0.26
H 1.9966 0.0063 5.3606 0.43
H 1.1450 -1.4532 4.8786 0.32
H 1.7893 0.7711 3.0876 -0.14
H 0.5302 -0.4937 2.9393 -1.60
H 2.0207 -0.2503 -1.6771 0.23
H 1.7879 -1.6989 -2.5144 0.20
H 4.5373 -0.4128 -1.8967 0.28
H 3.8437 -0.4751 -3.4339 0.36
H 5.6231 -2.2496 -3.1286 0.46
H 4.1091 -3.0344 -3.4865 0.25
H 5.2592 -2.5739 -0.5894 0.33
H 5.0780 -4.0972 -1.3517 0.46
H 3.3389 -3.7177 0.2932 0.25
H 2.6351 -3.9135 -1.3475 0.15
H -0.3393 -2.7931 -0.7463 -1.48
H -1.2721 -3.4641 0.6044 0.40
H 0.8183 -4.8797 -1.0111 0.25
H -0.8103 -5.3033 -0.6578 0.50
H 1.5204 -6.1754 0.8405 0.31
H -0.0257 -6.7268 1.0075 0.42
H 0.8455 -5.5815 3.1694 0.46
H -0.7768 -5.1766 2.6044 0.20
H 1.6727 -3.3723 2.8027 0.41
H 0.0156 -3.0001 3.0210 -0.49
```



No. 2
C48H58AsCrF5N2O2P2Si3 as an isolated structure in a non-equilibrium geometry. Source: OMol25; level of theory: ωB97M-V with the def2-TZVPD basis set.

Its expectation value of S² is 3.797. The calculation puts the LUMO energy (alpha / beta) at -3.47 / -3.05 eV. Its HOMO-LUMO gap (alpha / beta) is 5.79 / 6.21 eV. The total charge is +1. The spin multiplicity is 4.

```
122
Properties=species:S:1:pos:R:3:mulliken_spin:R:1
Cr 0.4717 -0.7812 0.2233 3.16
C 3.0006 -3.2766 1.2617 -0.02
N 2.6722 -4.3124 0.3306 0.01
C 1.7833 -4.0607 -0.7870 -0.01
P 1.7506 -2.3419 -1.3391 -0.06
C 3.4445 -1.8631 -1.6158 -0.02
C 3.8602 -0.5301 -1.7333 0.01
C 5.2198 -0.1716 -1.9886 0.00
C 6.2065 -1.1672 -1.9587 0.00
C 5.7660 -2.4986 -1.6797 0.00
C 4.3958 -2.8639 -1.5758 -0.01
C 0.9774 -2.5840 -2.9291 0.00
C -0.2266 -3.3558 -3.0951 -0.01
C -0.9444 -3.3348 -4.2600 0.00
C -0.4970 -2.5565 -5.3398 0.00
C 0.7170 -1.8836 -5.2401 0.00
C 1.4660 -1.8945 -4.0147 -0.01
C 3.0112 -5.6445 0.7229 0.00
C 2.1013 -6.6867 0.7263 0.00
C 2.5199 -7.9660 0.9422 0.00
C 3.8821 -8.2604 1.1184 0.00
C 4.7844 -7.1970 1.0354 0.00
C 4.3661 -5.8955 0.9424 0.00
P 1.7489 -2.0487 1.8479 -0.03
C 2.6995 -1.0024 3.0320 -0.03
C 2.4375 -1.0492 4.3975 0.00
C 3.0026 -0.1122 5.2573 0.00
C 3.9252 0.8465 4.7185 0.00
C 4.3519 0.7423 3.3625 0.00
C 3.6685 -0.1537 2.5213 0.01
C 0.6834 -3.0831 2.9387 0.00
C -0.3863 -2.4213 3.6359 0.00
C -0.9264 -3.1497 4.6590 0.00
C -0.4833 -4.3863 5.0962 0.00
C 0.4016 -5.0761 4.2396 0.00
C 0.9954 -4.3895 3.1918 -0.01
H 3.8973 -2.7478 1.0132 0.00
H 3.2188 -3.7900 2.2407 0.00
H 0.7464 -4.2596 -0.5703 0.00
H 2.0713 -4.6103 -1.6984 0.00
H 3.0591 0.2310 -1.6144 0.01
H 5.5616 0.8337 -2.2418 0.00
H 7.1891 -0.9768 -2.2581 0.00
H 6.5237 -3.3157 -1.6688 0.00
H 4.1142 -3.9072 -1.4637 0.00
H -0.4661 -3.9956 -2.2661 0.00
H -1.8548 -3.9392 -4.3060 0.00
H -1.0569 -2.5414 -6.2774 0.00
H 1.1396 -1.2304 -5.9521 0.00
H 2.4412 -1.3419 -4.0388 0.00
H 1.0960 -6.3812 0.4991 0.00
H 1.7750 -8.7437 1.0360 0.00
H 4.2716 -9.2753 1.0825 0.00
H 5.8513 -7.4248 1.1026 0.00
H 5.0828 -5.0681 0.8022 0.00
H 1.6627 -1.6911 4.7889 0.00
H 2.8823 -0.0448 6.3219 0.00
H 4.2518 1.6934 5.3052 0.00
H 5.1444 1.4225 3.0543 0.00
H 3.8374 -0.0853 1.4360 0.00
H -0.6206 -1.3682 3.5552 0.00
H -1.6879 -2.7321 5.2608 0.00
H -0.8806 -4.9455 5.9699 0.00
H 0.7624 -6.0322 4.5475 0.00
H 1.7285 -4.9540 2.6243 0.00
O -1.0158 -2.2684 0.4289 -0.03
H -1.4547 -2.4311 -0.4297 0.01
H -1.6440 -1.9426 1.0680 0.00
N -0.0733 -0.0460 -1.5393 -0.04
C 0.4264 0.2666 -2.5407 0.06
F 2.3800 4.8171 2.8836 0.00
C 1.7087 3.6916 2.6064 0.01
C 0.4767 3.4245 3.1920 0.00
F -0.0577 4.3250 4.0399 0.00
C -0.2690 2.3084 2.8784 0.01
F -1.3639 2.0635 3.6328 0.00
C 0.1858 1.3687 1.9439 0.00
O -0.3940 0.2305 1.6332 -0.01
C 1.3805 1.7557 1.3773 0.00
F 1.7498 0.8940 0.3063 0.00
C 2.1582 2.8969 1.5589 0.00
F 3.2175 3.1011 0.8253 0.00
C -4.6061 1.8462 -4.3360 0.00
Si -4.3176 3.6026 -3.6590 0.00
C -3.0095 4.3660 -4.7334 0.00
C -5.8485 4.7724 -3.5603 0.00
As -3.4486 3.3834 -1.3882 0.00
Si -2.2125 5.4374 -0.8235 0.00
C -0.4879 5.2439 -1.6960 0.00
C -2.0934 5.3511 1.0303 0.00
C -2.9715 7.1503 -1.2700 0.00
Si -5.2845 3.4661 0.0195 0.00
C -6.4831 2.1199 -0.6135 0.00
C -6.1920 5.1753 0.0829 0.00
C -4.8795 3.0488 1.7953 0.00
H -3.5927 1.4417 -4.0911 0.00
H -4.7423 1.8715 -5.4495 0.00
H -5.4120 1.3617 -3.8621 0.00
H -3.3465 4.5847 -5.7588 0.00
H -2.1978 3.6160 -4.7492 0.00
H -2.7208 5.2739 -4.2045 0.00
H -6.2947 4.8170 -4.5496 0.00
H -5.5086 5.8703 -3.3497 0.00
H -6.5766 4.4965 -2.8191 0.00
H 0.0358 4.3934 -1.2345 0.00
H 0.1067 6.1700 -1.6095 0.00
H -0.7494 5.0233 -2.7212 0.00
H -1.7501 4.3664 1.2899 0.00
H -3.0129 5.6018 1.5410 0.00
H -1.4110 6.1008 1.5019 0.00
H -2.8364 7.3473 -2.3408 0.00
H -2.4171 7.9181 -0.6857 0.00
H -4.0909 7.1711 -1.1169 0.00
H -5.9353 1.1784 -0.5465 0.00
H -6.7857 2.2729 -1.6291 0.00
H -7.3927 1.9444 -0.0457 0.00
H -6.6071 5.3366 -0.9151 0.00
H -5.5196 5.9701 0.3149 0.00
H -6.9916 5.2627 0.7738 0.00
H -4.7279 1.9785 1.8902 0.00
H -5.6903 3.2237 2.5024 0.00
H -3.9979 3.6199 2.2218 0.00
```



What did we get for energy relative to the best compared isomer or geometry (same formula, charge and spin)? Answer: 0.0 34.7 kcal/mol, in the order shown.
What did we get for energy? Answer: -10862.1127 -7454.4068 Ha, in the order shown.